Density functional theory data (ωB97M-V/def2-TZVPD) for 19 unconnected molecules or ions with the total composition C85H222N14O26.

Its frontier orbital gap is 0.31656 hartree. Its highest occupied orbital energy is -8.05 eV. As for the multiplicity: 1.

```
347
C85H222N14O26 (ωB97M-V/def2-TZVPD)
C 9.927 28.333 18.627
C 10.274 27.129 17.730
C 9.426 27.055 16.448
O 11.650 27.335 17.370
H 8.889 28.275 18.953
H 9.994 29.225 18.004
H 10.599 28.570 19.452
H 10.028 26.256 18.336
H 8.357 26.986 16.647
H 9.574 26.078 15.988
H 9.677 27.913 15.824
H 12.177 27.102 18.138
C 19.584 30.720 13.721
C 20.570 30.709 14.868
C 20.243 31.709 15.930
O 20.570 29.416 15.383
H 19.570 31.532 12.994
H 18.551 30.778 14.062
H 19.637 29.825 13.100
H 21.544 31.033 14.503
H 20.991 31.559 16.708
H 19.304 31.503 16.443
H 20.124 32.729 15.565
H 19.693 29.177 15.692
C 18.484 26.995 17.187
C 17.670 28.301 17.136
C 18.269 29.386 18.013
O 17.796 28.831 15.855
H 18.202 26.415 18.066
H 19.547 27.229 17.139
H 18.327 26.395 16.291
H 16.603 28.087 17.206
H 19.345 29.446 17.849
H 18.001 29.354 19.069
H 17.792 30.329 17.746
H 17.369 28.249 15.221
C 21.289 26.355 13.923
C 22.597 27.141 13.607
C 22.440 27.868 12.280
O 22.968 27.978 14.655
H 21.361 25.697 14.789
H 21.100 25.725 13.054
H 20.475 27.055 14.112
H 23.363 26.388 13.420
H 23.468 28.145 12.047
H 21.728 28.690 12.213
H 22.210 27.106 11.535
H 22.160 28.298 15.062
C 18.819 31.744 8.939
C 18.876 33.002 8.107
C 17.604 33.342 7.340
O 19.160 34.033 9.015
H 18.529 30.885 8.333
H 18.153 31.804 9.800
H 19.743 31.483 9.454
H 19.660 32.882 7.359
H 16.806 32.923 7.953
H 17.553 32.784 6.405
H 17.530 34.429 7.310
H 19.449 34.807 8.526
C 9.795 32.273 20.629
O 10.612 32.151 21.813
C 11.841 31.552 21.651
C 12.483 31.413 23.023
N 13.772 30.740 22.933
C 14.243 30.504 24.332
C 15.525 29.662 24.394
O 15.312 28.338 23.868
C 16.419 27.531 24.244
H 10.350 32.293 19.691
H 9.227 33.201 20.686
H 9.144 31.398 20.637
H 12.482 32.119 20.976
H 11.498 30.610 21.224
H 11.849 30.808 23.672
H 12.717 32.414 23.384
H 14.447 31.292 22.424
H 13.526 29.912 24.900
H 14.438 31.445 24.847
H 15.792 29.631 25.450
H 16.293 30.128 23.777
H 16.436 26.652 23.600
H 16.250 27.307 25.297
H 17.376 28.013 24.048
C 28.157 26.799 20.441
O 26.815 26.292 20.435
C 25.880 27.409 20.443
C 24.466 26.996 20.812
N 23.562 28.158 21.087
C 22.244 27.716 21.626
C 21.371 28.911 21.909
O 19.997 28.394 21.887
C 19.068 29.352 22.264
H 28.373 27.546 19.678
H 28.835 25.949 20.362
H 28.329 27.205 21.438
H 25.958 27.843 19.446
H 26.141 28.119 21.228
H 24.494 26.298 21.648
H 24.117 26.471 19.923
H 23.489 28.786 20.300
H 22.301 27.049 22.486
H 21.756 27.160 20.826
H 21.430 29.673 21.132
H 21.626 29.396 22.851
H 19.277 30.351 21.882
H 19.006 29.368 23.353
H 18.087 28.969 21.984
C 16.393 25.769 13.589
O 16.325 27.095 14.064
C 15.208 27.891 13.607
C 15.240 29.358 14.036
N 15.133 29.702 15.470
C 13.953 29.288 16.213
C 13.850 29.826 17.611
O 14.793 29.328 18.485
C 14.852 29.835 19.782
H 17.180 25.302 14.182
H 16.736 25.750 12.555
H 15.452 25.247 13.762
H 14.247 27.513 13.957
H 15.127 27.715 12.534
H 14.421 29.814 13.479
H 16.142 29.818 13.631
H 15.905 29.303 15.985
H 13.712 28.230 16.316
H 13.087 29.698 15.693
H 12.843 29.631 17.980
H 13.834 30.916 17.607
H 13.908 29.676 20.303
H 14.895 30.924 19.764
H 15.583 29.355 20.432
C 8.842 31.757 12.233
O 9.523 30.707 12.890
C 9.921 29.664 11.990
C 10.850 28.671 12.811
N 11.289 27.522 12.023
C 12.255 27.905 10.982
C 12.902 26.665 10.161
O 13.746 25.915 11.043
C 14.395 24.849 10.440
H 9.456 32.187 11.442
H 8.808 32.626 12.889
H 7.830 31.512 11.911
H 10.357 30.157 11.122
H 8.969 29.270 11.635
H 10.229 28.345 13.646
H 11.690 29.221 13.234
H 11.768 26.931 12.688
H 12.929 28.653 11.399
H 11.694 28.474 10.241
H 13.460 27.099 9.331
H 12.114 26.118 9.643
H 15.183 24.497 11.107
H 14.851 25.070 9.476
H 13.619 24.090 10.341
C 10.937 33.332 15.309
O 9.994 33.359 16.401
C 8.972 32.357 16.298
C 7.895 32.463 17.379
N 7.394 31.158 17.871
C 6.619 30.304 16.945
C 5.965 29.164 17.713
O 5.180 28.465 16.720
C 4.918 27.161 17.138
H 11.599 34.182 15.470
H 10.422 33.325 14.349
H 11.540 32.424 15.302
H 9.399 31.357 16.229
H 8.574 32.423 15.285
H 7.114 33.134 17.020
H 8.251 32.933 18.296
H 6.918 31.214 18.760
H 7.287 29.894 16.188
H 5.868 30.918 16.449
H 5.421 29.607 18.546
H 6.729 28.479 18.081
H 5.756 26.469 17.223
H 4.266 26.744 16.371
H 4.314 27.065 18.041
C 20.241 32.546 19.466
O 19.067 32.010 20.146
C 18.436 33.007 20.997
C 17.188 32.404 21.536
N 16.374 33.259 22.423
C 15.568 34.201 21.614
C 15.185 35.441 22.343
O 16.361 36.190 22.795
C 15.985 36.962 23.951
H 21.002 32.772 20.213
H 20.091 33.443 18.864
H 20.797 31.818 18.875
H 18.169 33.917 20.461
H 19.182 33.107 21.786
H 17.429 31.467 22.039
H 16.691 32.177 20.593
H 16.941 33.850 23.014
H 14.660 33.754 21.209
H 16.128 34.493 20.725
H 14.640 35.144 23.239
H 14.461 35.993 21.745
H 15.746 36.225 24.718
H 15.088 37.549 23.754
H 16.774 37.670 24.204
C 20.003 23.483 11.559
O 20.683 24.593 10.954
C 20.034 25.027 9.795
C 18.773 25.808 10.135
N 19.232 27.106 10.675
C 18.189 28.047 11.120
C 17.220 28.448 10.016
O 16.324 29.485 10.399
C 15.422 29.960 9.437
H 19.012 23.808 11.873
H 20.576 23.034 12.370
H 19.877 22.688 10.824
H 19.825 24.243 9.067
H 20.751 25.591 9.198
H 18.063 25.160 10.649
H 18.316 25.978 9.160
H 20.007 26.957 11.306
H 18.748 28.917 11.464
H 17.593 27.673 11.952
H 16.596 27.617 9.687
H 17.799 28.652 9.115
H 14.576 30.469 9.898
H 15.101 29.161 8.768
H 16.038 30.640 8.847
C 14.692 25.757 17.853
C 14.470 25.936 19.365
C 15.746 26.452 20.145
O 16.634 25.396 20.333
C 17.884 25.706 20.918
N 13.352 26.861 19.507
H 13.778 25.366 17.405
H 15.519 25.074 17.657
H 14.918 26.680 17.319
H 14.182 24.960 19.756
H 15.437 26.820 21.124
H 16.274 27.235 19.603
H 18.591 24.896 20.736
H 17.837 25.973 21.974
H 18.303 26.539 20.353
H 12.978 27.033 20.429
H 13.867 27.723 19.395
C 16.287 32.927 11.836
C 15.541 33.998 12.583
C 14.108 33.570 13.192
O 13.101 33.865 12.250
C 12.660 32.744 11.523
N 16.429 34.337 13.692
H 17.280 33.327 11.629
H 15.787 32.645 10.909
H 16.459 32.019 12.415
H 15.400 34.892 11.976
H 13.813 34.201 14.030
H 14.060 32.575 13.634
H 11.704 32.987 11.058
H 12.610 31.819 12.096
H 13.273 32.641 10.627
H 16.125 35.227 14.060
H 16.278 33.635 14.401
C 10.770 27.438 22.656
C 12.167 27.177 23.242
C 12.437 25.639 23.256
O 11.610 25.052 24.282
C 12.067 23.770 24.754
N 13.166 27.821 22.374
H 10.712 27.112 21.618
H 10.624 28.518 22.659
H 9.999 27.018 23.302
H 12.397 27.668 24.187
H 13.487 25.618 23.548
H 12.253 25.199 22.276
H 12.015 23.076 23.915
H 11.480 23.364 25.578
H 13.082 23.782 25.150
H 14.014 27.876 22.920
H 12.980 28.814 22.342
C 16.883 33.745 17.548
C 15.644 32.919 17.144
C 14.255 33.665 17.211
O 13.862 34.001 18.558
C 12.495 34.250 18.779
N 15.970 32.418 15.827
H 17.805 33.258 17.228
H 16.804 33.935 18.618
H 16.886 34.718 17.056
H 15.525 32.096 17.848
H 13.472 33.109 16.695
H 14.360 34.599 16.660
H 12.229 34.503 19.805
H 11.923 33.395 18.419
H 12.320 35.074 18.088
H 16.907 32.041 15.839
H 15.464 31.602 15.514
C 14.082 21.554 17.999
C 15.032 21.549 19.224
C 16.232 22.481 19.071
O 17.015 22.168 17.971
C 18.154 23.075 17.848
N 14.221 21.876 20.355
H 14.585 21.263 17.077
H 13.554 22.492 17.827
H 13.265 20.836 18.074
H 15.403 20.530 19.328
H 16.823 22.369 19.980
H 15.970 23.539 19.040
H 18.519 23.076 16.821
H 18.844 22.752 18.628
H 18.015 24.122 18.117
H 13.940 21.007 20.786
H 13.404 22.399 20.075
C 16.313 22.213 14.766
C 16.689 21.185 13.727
C 16.544 21.707 12.276
O 15.253 22.129 11.983
C 14.239 21.100 12.008
N 18.066 20.809 14.000
H 15.327 22.662 14.652
H 17.054 23.012 14.791
H 16.424 21.835 15.782
H 16.088 20.293 13.902
H 16.915 21.010 11.525
H 17.267 22.497 12.073
H 13.304 21.450 11.569
H 13.957 20.729 12.994
H 14.401 20.194 11.423
H 18.168 20.549 14.971
H 18.259 19.942 13.519
C 12.223 24.079 13.203
C 11.512 24.822 14.359
C 11.339 23.928 15.643
O 10.576 22.828 15.247
C 10.338 21.882 16.262
N 12.256 26.057 14.580
H 11.743 23.152 12.888
H 13.304 23.944 13.241
H 12.104 24.725 12.334
H 10.529 25.116 13.989
H 10.863 24.462 16.465
H 12.314 23.614 16.017
H 9.751 22.413 17.012
H 11.259 21.568 16.753
H 9.767 21.010 15.942
H 13.249 25.948 14.726
H 11.886 26.543 15.384
```